{"formula": "C24H45AlBN11O3S4", "method": "ωB97M-V with the def2-TZVPD basis set", "lumo_energy_ev": -5.827, "gap_ev": 7.3, "e_homo_ev": -13.09, "energy_ev": -98759.271, "charge": 2, "elements": ["S", "S", "S", "S", "Al", "O", "O", "O", "N", "N", "N", "N", "N", "N", "N", "N", "N", "N", "N", "C", "C", "C", "C", "C", "C", "C", "C", "C", "C", "C", "C", "C", "C", "C", "C", "C", "C", "C", "C", "C", "C", "C", "C", "B", "H", "H", "H", "H", "H", "H", "H", "H", "H", "H", "H", "H", "H", "H", "H", "H", "H", "H", "H", "H", "H", "H", "H", "H", "H", "H", "H", "H", "H", "H", "H", "H", "H", "H", "H", "H", "H", "H", "H", "H", "H", "H", "H", "H", "H"], "xyz": [[-1.23, 1.59, 0.21], [1.97, 0.20, 0.09], [0.46, -2.72, -3.02], [-1.05, -1.91, 0.42], [-0.11, -0.26, -0.86], [0.56, -1.64, -1.95], [-1.65, 0.12, -2.17], [-1.81, 1.82, -3.51], [0.47, 3.13, -3.85], [0.39, 1.52, 2.40], [-1.34, -0.36, 2.63], [0.17, 1.10, -2.64], [0.47, 3.45, 1.38], [2.78, 0.54, -3.00], [-1.16, 1.06, -2.84], [1.19, -0.96, 2.41], [2.65, -2.20, 1.36], [2.25, 1.83, -3.22], [-3.27, -1.03, 1.85], [0.33, 4.66, 0.50], [-4.05, -2.48, -0.08], [-0.16, -1.88, -4.47], [1.29, 2.31, 3.07], [-3.51, -0.24, 2.95], [1.40, -2.08, 3.17], [1.95, -1.05, 1.30], [3.98, -2.03, -0.79], [-5.28, -2.41, 2.06], [-4.44, -1.58, 1.08], [-0.99, -3.68, -2.61], [0.93, 2.03, -3.27], [4.86, -3.25, 1.17], [2.87, -4.14, -0.09], [0.02, 5.86, 1.40], [3.59, -2.89, 0.40], [-2.32, 0.17, 3.44], [-5.22, -0.39, 0.54], [2.30, -2.85, 2.53], [1.67, 4.83, -0.23], [-1.93, -1.08, 1.67], [-0.09, 2.22, 1.36], [1.35, 3.50, 2.44], [-0.79, 4.56, -0.53], [0.13, 0.07, 2.90], [-4.69, -3.22, 2.48], [-4.98, -2.85, -0.52], [5.31, -2.37, 1.62], [-6.07, -0.75, -0.04], [-1.86, -3.03, -2.51], [4.43, -1.09, -0.49], [-1.11, -1.39, -4.24], [2.64, -4.83, 0.72], [1.08, 3.72, -4.39], [-3.46, -3.34, 0.23], [-1.76, 4.38, -0.08], [3.50, -4.66, -0.81], [5.58, -3.69, 0.48], [0.81, 6.06, 2.12], [1.92, 4.37, 2.67], [1.80, 1.96, 3.95], [1.90, 3.94, -0.81], [-6.13, -2.83, 1.53], [-5.61, 0.25, 1.34], [0.26, 0.11, 4.09], [-3.50, -1.95, -0.86], [2.73, -3.79, 2.81], [2.49, 5.02, 0.46], [-0.09, 6.75, 0.78], [-4.60, 0.22, -0.11], [2.87, 2.58, -3.48], [3.12, -1.82, -1.43], [1.93, -3.87, -0.58], [-0.82, 5.52, -1.05], [-0.78, -4.17, -1.66], [-0.51, 3.35, -3.82], [4.68, -3.98, 1.96], [3.03, 0.45, -2.02], [0.90, -2.23, 4.11], [0.60, -1.15, -4.75], [-0.28, -2.62, -5.26], [1.60, 5.69, -0.90], [-4.50, -0.04, 3.31], [4.71, -2.60, -1.36], [3.62, 0.45, -3.57], [-0.91, 5.70, 1.94], [-5.68, -1.81, 2.88], [-0.60, 3.78, -1.26], [-1.13, -4.42, -3.39], [-2.08, 0.78, 4.29]]}

=====

{"formula": "C23H21N4O2PdS2Se2", "method": "ωB97M-V with the def2-TZVPD basis set", "lumo_energy_ev": [-12.572, -12.580], "gap_ev": [4.4, 4.4], "relative_energy_kj_mol": 91.3, "e_homo_ev": [-16.97, -16.96], "energy_ev": -190060.156, "charge": 3, "elements": ["Pd", "Se", "Se", "S", "S", "O", "O", "N", "N", "N", "N", "C", "C", "C", "C", "C", "C", "C", "C", "C", "C", "C", "C", "C", "C", "C", "C", "C", "C", "C", "C", "C", "C", "C", "H", "H", "H", "H", "H", "H", "H", "H", "H", "H", "H", "H", "H", "H", "H", "H", "H", "H", "H", "H", "H"], "xyz": [[-0.38, -0.44, 0.76], [1.18, 1.75, 0.41], [0.18, -0.17, 3.10], [-1.25, -2.68, 1.36], [1.03, -4.67, 0.83], [-5.34, 2.46, -4.08], [-3.61, 1.65, -5.08], [1.13, -2.08, 0.60], [-4.24, 1.98, -4.09], [-2.06, 0.73, 0.99], [-1.02, -0.50, -1.19], [-3.67, 1.56, -2.76], [-4.26, 2.43, 0.80], [0.31, -3.11, 0.93], [-4.21, 2.14, -1.67], [4.75, -3.71, -0.41], [2.20, 2.94, -0.77], [2.35, -2.51, 0.24], [1.84, -1.16, 3.40], [4.61, -2.30, -0.49], [3.43, -1.69, -0.17], [-3.73, 2.09, 2.02], [0.91, 1.66, 3.21], [1.98, 1.98, 2.18], [-2.04, 0.39, -1.41], [-2.59, 1.03, -0.24], [-3.70, 1.88, -0.37], [2.51, -3.93, 0.31], [-2.63, 1.23, 2.08], [-1.06, -1.06, -3.50], [-0.55, -1.20, -2.21], [3.71, -4.53, -0.02], [-2.58, 0.61, -2.68], [-2.06, -0.16, -3.75], [-5.04, 2.83, -1.80], [2.29, 3.02, 2.28], [2.43, -1.20, 2.49], [-2.22, 0.94, 3.04], [-0.66, -1.67, -4.29], [3.29, -0.62, -0.22], [2.86, 1.34, 2.29], [1.85, 3.95, -0.58], [5.71, -4.15, -0.67], [0.05, 2.31, 3.12], [-5.11, 3.09, 0.73], [0.25, -1.90, -2.00], [1.99, 2.62, -1.78], [1.28, 1.72, 4.24], [3.85, -5.60, 0.04], [-4.15, 2.46, 2.94], [5.47, -1.72, -0.81], [1.55, -2.16, 3.75], [2.37, -0.64, 4.19], [-2.46, -0.05, -4.74], [3.26, 2.82, -0.54]]}

=====

{"formula": "C20H21F2N3S", "method": "ωB97M-V with the def2-TZVPD basis set", "smiles": "CSCCNCc1cn(-c2ccc(F)cc2F)nc1-c1ccccc1C", "lumo_energy_ev": 0.686, "gap_ev": 8.9, "relative_energy_kj_mol": 0.0, "e_homo_ev": -8.23, "energy_ev": -41821.068, "elements": ["S", "F", "F", "N", "N", "N", "C", "C", "C", "C", "C", "C", "C", "C", "C", "C", "C", "C", "C", "C", "C", "C", "C", "C", "C", "C", "H", "H", "H", "H", "H", "H", "H", "H", "H", "H", "H", "H", "H", "H", "H", "H", "H", "H", "H", "H", "H"], "xyz": [[-3.33, -0.81, 1.68], [7.68, -0.04, 0.92], [3.73, 2.25, -0.09], [-1.89, -1.65, -1.08], [1.52, 0.82, -0.17], [2.36, -0.16, -0.50], [-2.77, 2.42, -1.47], [-0.84, 1.35, -0.47], [4.37, 1.08, 0.07], [-4.71, -0.35, 0.59], [4.43, -1.31, 0.02], [-0.73, -1.52, -1.94], [5.70, 1.12, 0.43], [0.34, 0.50, -0.64], [-2.37, 2.60, 0.89], [6.38, -0.07, 0.58], [-0.40, 1.53, 2.01], [-1.64, -2.40, 0.14], [1.71, -1.14, -1.19], [-2.89, -2.45, 1.00], [0.40, -0.75, -1.32], [-1.21, 1.84, 0.79], [5.76, -1.29, 0.37], [-1.62, 1.65, -1.59], [-3.14, 2.89, -0.22], [3.70, -0.13, -0.14], [-4.04, 3.49, -0.12], [-0.44, 0.46, 2.21], [-3.36, 2.64, -2.34], [6.32, -2.21, 0.49], [-2.73, -3.11, 1.85], [-0.82, -1.98, 0.73], [-2.21, -0.71, -0.82], [-0.79, 2.06, 2.87], [-1.06, -1.04, -2.86], [0.64, 1.82, 1.85], [-5.56, -0.99, 0.79], [6.19, 2.07, 0.59], [-0.38, -2.53, -2.19], [-1.37, -3.42, -0.15], [-2.67, 2.98, 1.86], [3.93, -2.26, -0.12], [-4.95, 0.68, 0.84], [-4.40, -0.42, -0.44], [-3.75, -2.80, 0.42], [2.21, -2.01, -1.56], [-1.32, 1.29, -2.56]]}

=====

{"formula": "C3H7NO2", "method": "ωB97M-V with the def2-TZVPD basis set", "smiles": "C=CO.NC=O", "lumo_energy_ev": 0.770, "gap_ev": 9.7, "relative_energy_kj_mol": 161.8, "e_homo_ev": -8.92, "energy_ev": -8808.852, "elements": ["O", "O", "N", "C", "C", "C", "H", "H", "H", "H", "H", "H", "H"], "xyz": [[0.19, 1.88, 0.30], [-0.63, -1.52, -0.34], [-0.31, -2.39, 1.72], [0.60, 2.14, -0.98], [-0.45, -1.35, 0.84], [0.76, 1.20, -1.89], [0.84, 3.18, -1.19], [-0.68, -3.25, 1.36], [-0.35, -0.35, 1.28], [-0.02, 2.72, 0.73], [-0.48, -2.23, 2.70], [1.11, 1.52, -2.85], [0.60, 0.14, -1.72]]}

=====

{"formula": "C6H56N2O26P", "method": "ωB97M-V with the def2-TZVPD basis set", "lumo_energy_ev": -4.440, "gap_ev": 7.5, "relative_energy_kj_mol": 405.8, "e_homo_ev": -11.97, "energy_ev": -72622.207, "charge": 1, "elements": ["P", "O", "O", "O", "O", "O", "O", "O", "O", "O", "O", "O", "O", "O", "O", "O", "O", "O", "O", "O", "O", "O", "O", "O", "O", "O", "O", "N", "N", "C", "C", "C", "C", "C", "C", "H", "H", "H", "H", "H", "H", "H", "H", "H", "H", "H", "H", "H", "H", "H", "H", "H", "H", "H", "H", "H", "H", "H", "H", "H", "H", "H", "H", "H", "H", "H", "H", "H", "H", "H", "H", "H", "H", "H", "H", "H", "H", "H", "H", "H", "H", "H", "H", "H", "H", "H", "H", "H", "H", "H", "H"], "xyz": [[1.59, 1.52, 0.06], [-5.63, 3.81, 1.08], [-2.11, -3.56, -0.77], [1.91, -6.59, 3.70], [0.06, 1.51, -0.82], [-4.54, -4.54, -2.38], [0.21, 4.17, -2.51], [2.25, -3.34, 3.26], [3.35, -1.73, -1.99], [-2.88, 2.33, -3.37], [4.47, -7.65, 0.08], [2.01, -0.16, 0.45], [0.59, 7.13, -3.34], [-3.25, 2.52, -6.53], [-0.72, -1.15, -2.72], [0.09, -6.76, 1.52], [-0.64, -4.35, 4.34], [2.76, 2.26, -0.74], [4.91, 1.19, -4.41], [3.07, -0.44, 3.05], [-0.97, 4.27, 6.13], [-2.98, 5.82, -0.82], [-0.39, 1.26, -4.41], [-2.32, -6.51, -0.45], [4.49, -5.42, 1.95], [2.65, 3.02, -4.06], [-1.21, -2.19, 2.03], [-2.64, 1.27, 2.63], [-1.53, 3.22, 1.92], [1.25, 2.46, 1.73], [-2.93, 2.71, 2.25], [-0.72, 5.55, 2.64], [-0.36, 2.28, 2.01], [-1.15, 0.93, 2.50], [-1.18, 4.66, 1.50], [5.42, -5.56, 1.69], [-3.41, 0.63, 2.95], [4.61, -7.73, -0.87], [-0.22, 1.40, -5.36], [2.37, -2.43, 2.95], [-3.41, 2.68, -5.59], [3.71, -2.22, -1.23], [-0.82, 4.20, 5.18], [4.62, 0.32, -4.11], [2.85, -1.00, -1.58], [-3.71, -4.28, -1.95], [3.81, -6.95, 0.17], [-1.55, 5.88, 3.42], [0.01, -1.77, -2.89], [-2.35, -5.60, -0.78], [-0.67, -0.11, 2.75], [-2.18, 2.95, -3.61], [1.87, -5.68, 3.37], [-2.84, 5.75, -1.77], [0.81, -7.38, 1.35], [-3.96, 3.30, 2.23], [3.78, 0.18, 2.82], [3.36, 3.64, -4.29], [-3.25, -6.73, -0.30], [1.77, -0.31, 1.41], [4.20, -6.30, 2.25], [-0.36, -6.68, 0.66], [-1.32, 5.02, 0.40], [3.10, -3.77, 3.11], [-1.26, -3.98, -0.93], [-6.49, 4.22, 1.26], [3.06, 2.45, -3.39], [-2.48, 1.76, -2.70], [-2.36, 2.88, -6.68], [-4.37, -4.41, -3.32], [0.98, -6.81, 3.85], [0.44, 1.52, -3.99], [1.84, 1.98, 2.63], [1.13, 4.03, -2.77], [1.53, 3.61, 1.61], [-1.16, -1.07, -3.58], [-3.64, 6.53, -0.73], [-0.99, -3.13, 2.17], [-0.08, 3.30, -2.21], [-0.05, 0.59, -1.20], [5.83, 1.06, -4.67], [0.30, 6.26, -3.04], [0.25, -3.99, 4.19], [-1.99, -2.65, -1.09], [3.47, -1.01, 3.72], [-5.11, 4.52, 0.69], [-1.63, 4.98, 6.22], [-2.10, -2.22, 1.64], [-0.80, -4.19, 5.28], [1.51, 6.99, -3.60], [0.41, 5.85, 2.76]]}

=====

{"formula": "C2H4N2O", "method": "ωB97M-V with the def2-TZVPD basis set", "smiles": "[H]/N=C/C(N)=O", "lumo_energy_ev": 0.086, "gap_ev": 10.3, "relative_energy_kj_mol": 80.7, "e_homo_ev": -10.22, "energy_ev": -7165.643, "elements": ["O", "N", "N", "C", "C", "H", "H", "H", "H"], "xyz": [[-1.96, -0.55, 0.02], [-0.57, 1.32, -0.03], [1.64, -0.41, -0.06], [0.44, -0.85, 0.02], [-0.79, -0.01, 0.06], [0.12, -1.99, 0.23], [-1.45, 1.69, -0.10], [2.39, -1.09, -0.18], [0.19, 1.89, 0.03]]}

=====

- Number 3 is which compound?
  C20H21F2N3S